Entry from the Open Molecules 2025 dataset: one molecule with the formula C18H27NO2 (wB97M-V/def2-TZVPD).

## Properties
SMILES string: CC[C@H](NC(=O)[C@H]1CCCO1)c1ccc([C@@H](C)CC)cc1
Total charge: 0
F_max in eV/A: 0.6
LUMO level in eV: 0.79
Kohn-Sham gap in eV: 9.71

XYZ file:
```
48
C18H27NO2, DFT wB97M-V/def2-TZVPD
C 0.786 4.360 -0.194
C 1.680 3.232 -0.695
C 1.571 1.994 0.200
N 2.513 0.977 -0.229
C 3.227 0.225 0.621
O 3.340 0.436 1.811
C 3.923 -0.966 -0.068
C 3.697 -2.232 0.757
C 2.335 -2.676 0.226
C 2.430 -2.292 -1.252
O 3.368 -1.225 -1.350
C 0.178 1.407 0.204
C -0.363 0.858 -0.953
C -1.615 0.274 -0.941
C -2.366 0.219 0.228
C -3.726 -0.431 0.254
C -4.693 0.301 -0.680
C -3.635 -1.919 -0.113
C -2.744 -2.693 0.850
C -1.825 0.774 1.380
C -0.570 1.357 1.371
H 0.877 5.230 -0.839
H -0.255 4.043 -0.184
H 1.067 4.648 0.816
H 1.397 2.968 -1.716
H 2.720 3.562 -0.708
H 1.858 2.255 1.225
H 2.462 0.648 -1.184
H 4.982 -0.720 -0.199
H 3.694 -2.008 1.821
H 4.462 -2.977 0.538
H 2.146 -3.738 0.363
H 1.543 -2.107 0.715
H 1.469 -1.964 -1.662
H 2.802 -3.127 -1.859
H 0.198 0.882 -1.877
H -2.007 -0.147 -1.854
H -4.119 -0.360 1.275
H -4.748 1.355 -0.415
H -5.690 -0.128 -0.603
H -4.366 0.224 -1.714
H -3.246 -2.022 -1.128
H -4.641 -2.346 -0.100
H -1.731 -2.297 0.837
H -2.707 -3.745 0.574
H -3.126 -2.619 1.867
H -2.389 0.743 2.302
H -0.163 1.770 2.282
```